197
Properties=species:S:1:pos:R:3:forces:R:3 method="wB97M-V/def2-TZVPD" gap_ev=4.99 energy_ha=-4732.68600 homo_ha=-0.21932 e_above_lowest_kcal_mol=0.00 e_lumo_ev=-0.98
C 2.893938 1.432863 -2.069267 -0.3 -0.3 -0.3
C 1.729747 0.496145 -2.385537 0.3 -1.1 0.5
C 2.034557 -0.592000 -3.429462 -1.0 -0.2 -0.4
C 3.348432 -1.306984 -3.160975 -0.1 1.3 -0.5
N 3.702497 -2.368921 -4.152723 0.6 1.3 -0.6
C 5.157914 -2.773274 -3.909557 -0.9 -1.1 -0.4
C 5.703622 -3.263393 -5.251358 0.4 -0.4 0.2
C 4.748258 -2.732859 -6.315694 -0.8 -0.4 0.6
C 3.826765 -1.798111 -5.537811 0.5 0.7 -0.8
C 2.654713 -3.441481 -4.143744 0.0 0.0 -0.7
C 2.415128 -4.063471 -2.809042 -0.2 -0.4 0.7
C 1.230243 -5.034660 -2.830204 0.0 -0.2 0.6
H 2.536614 2.254673 -1.455329 0.1 0.2 -0.1
H 3.316173 1.783210 -3.015614 0.2 0.3 0.2
H 3.663363 0.919453 -1.488545 0.1 0.0 -0.1
H 0.853761 1.044393 -2.725541 -0.1 0.1 0.2
H 1.470344 -0.062142 -1.478727 -0.4 0.4 0.1
H 1.977071 -0.143083 -4.431923 0.7 0.0 0.1
H 1.193406 -1.294284 -3.485478 0.1 0.0 0.5
H 3.434247 -1.750492 -2.175009 -0.2 0.1 0.1
H 4.075398 -0.495081 -3.254183 0.5 -0.5 0.1
H 5.118592 -3.601357 -3.209542 0.3 0.4 0.5
H 5.681357 -1.883203 -3.586433 -0.1 0.0 0.4
H 5.722947 -4.352528 -5.258101 0.0 0.0 -0.1
H 6.742892 -2.953570 -5.352975 -0.1 0.2 -0.2
H 4.119038 -3.559906 -6.648661 0.3 0.0 -0.4
H 5.202037 -2.250955 -7.173895 0.0 0.1 0.0
H 2.891327 -1.656868 -6.071649 -0.3 0.0 0.5
H 4.314171 -0.826967 -5.425903 -0.1 0.0 0.1
H 2.948028 -4.135492 -4.934101 0.1 -0.4 0.4
H 1.756937 -2.963194 -4.536195 0.0 0.1 0.2
H 2.157857 -3.330380 -2.040752 0.3 0.2 -0.2
H 3.324248 -4.570586 -2.471824 -0.1 -0.1 0.0
H 0.354793 -4.667233 -2.290587 0.1 0.5 -0.4
H 1.445358 -5.901100 -2.195568 0.3 -0.1 -0.6
H 0.908725 -5.287908 -3.839185 0.1 -0.4 0.1
C 7.337863 -1.580830 5.889519 -0.1 1.1 -0.8
C 5.920684 -1.897680 6.380718 1.2 0.6 0.3
C 4.841176 -1.473967 5.395087 -0.4 -0.5 0.7
C 4.816554 -2.347000 4.170200 -0.4 1.0 -0.4
N 3.594867 -2.098854 3.357012 -1.4 -0.4 -1.2
C 2.321742 -2.598327 4.026170 -0.5 -1.4 0.6
C 1.462729 -3.246299 2.957471 -0.9 -1.0 -0.7
C 2.221436 -3.167843 1.654893 -0.9 2.6 -1.0
C 3.641109 -2.959759 2.101910 -0.2 -2.1 0.3
C 3.333055 -0.694317 2.936810 -0.2 0.7 0.8
C 4.503202 -0.062611 2.237229 0.6 -0.2 -1.0
C 4.142669 1.341239 1.787128 0.1 0.7 0.6
H 7.523840 -2.047401 4.918435 0.2 -0.2 0.2
H 8.173172 -1.756347 6.563173 -0.3 -0.6 0.2
H 7.418210 -0.497181 5.711343 -0.2 -0.1 -0.1
H 5.776456 -1.298704 7.283136 -0.2 -0.4 0.2
H 5.900084 -2.963806 6.612230 -0.5 0.0 0.1
H 4.924039 -0.416772 5.140192 0.2 0.0 0.0
H 3.881780 -1.584144 5.910658 0.0 0.0 -0.1
H 4.750900 -3.398742 4.430328 0.4 -0.1 0.0
H 5.627997 -2.092485 3.493645 0.4 -0.5 0.1
H 1.751166 -1.844187 4.560817 0.5 0.5 -0.2
H 2.547934 -3.386688 4.749011 0.6 0.3 0.1
H 0.480790 -2.779197 2.937849 0.1 0.1 -0.3
H 1.290038 -4.325059 3.013648 0.0 0.1 1.2
H 1.852821 -2.270183 1.127523 0.3 0.0 0.0
H 2.013203 -3.952446 0.929297 0.4 -0.6 0.4
H 4.312692 -2.682771 1.297446 0.3 0.6 0.4
H 3.954758 -3.932217 2.503638 0.4 0.1 -0.3
H 3.094072 -0.119897 3.834525 0.2 -0.1 0.2
H 2.361429 -0.652313 2.419337 0.3 -0.1 -0.3
H 4.848297 -0.684884 1.401897 -0.3 0.2 -0.2
H 5.400629 -0.026071 2.864442 -0.3 0.2 0.3
H 4.961592 1.919621 1.355366 0.2 -0.3 0.0
H 3.867493 1.872276 2.709097 -0.2 0.2 -0.3
H 3.309468 1.424136 1.096395 -0.2 -0.4 0.0
C 1.612567 6.038086 1.421096 0.2 0.6 0.7
C 2.402877 5.163386 2.392636 0.1 1.1 0.0
C 1.763315 5.047798 3.784693 0.0 -0.7 -0.6
C 0.555001 4.142954 3.692166 -0.1 -0.4 0.5
N -0.245359 3.958260 4.965765 0.3 0.5 0.0
C -1.417864 3.058516 4.678684 -0.1 -0.1 -0.3
C -2.349714 3.981733 3.914067 -1.6 0.4 -0.9
C -2.027415 5.423236 4.316122 0.6 0.2 0.9
C -0.927941 5.259891 5.359856 0.3 -0.3 -0.2
C 0.616456 3.553685 6.099929 -0.8 -0.3 0.4
C 1.215148 2.170007 5.999381 0.4 0.6 0.4
C 2.036816 1.942043 7.264097 0.7 -0.1 -0.1
H 1.382081 7.006566 1.881128 -0.2 -0.1 0.2
H 0.673692 5.561982 1.150211 0.1 0.1 -0.5
H 2.246683 6.325193 0.584155 -0.3 -0.4 -0.4
H 3.357756 5.651975 2.609260 0.1 -0.1 -0.4
H 2.600270 4.222786 1.880821 0.0 -0.4 0.5
H 1.524296 6.045497 4.154263 0.1 0.0 0.0
H 2.534403 4.590253 4.410852 -0.2 0.1 0.3
H 0.902704 3.149528 3.406840 -0.3 -0.1 -0.1
H -0.185354 4.462620 2.973780 0.2 0.1 -0.3
H -1.820411 2.781103 5.655034 -0.1 0.0 -0.1
H -1.125378 2.156891 4.124888 0.2 0.2 0.1
H -3.415736 3.769005 4.026748 0.2 -0.2 0.8
H -2.358964 3.950727 2.827061 0.8 -0.5 0.0
H -2.868415 5.955557 4.749884 -0.1 0.1 -0.1
H -1.601112 6.010819 3.506218 -0.4 0.0 -0.2
H -1.274735 5.102066 6.379791 -0.3 0.0 -0.1
H -0.169131 6.037418 5.393088 -0.1 0.1 -0.1
H -0.039813 3.590309 6.973436 0.1 0.0 0.1
H 1.348960 4.350992 6.199893 0.2 -0.2 0.1
H 1.854058 2.179049 5.115409 0.0 -0.6 -0.1
H 0.434587 1.411978 5.952274 0.0 0.0 -0.5
H 2.886831 2.630487 7.317764 -0.2 0.2 0.1
H 2.494498 0.958118 7.281346 -0.1 -0.3 -0.1
H 1.447358 2.032835 8.176584 -0.1 0.1 -0.1
C -6.804360 3.619285 -6.787360 -0.2 -0.3 0.8
C -6.350094 2.167889 -6.923788 -0.1 0.4 -0.3
C -4.932261 1.887763 -6.442617 0.4 -1.4 0.7
C -4.905123 1.548026 -4.946321 -0.6 1.2 -0.2
N -3.554103 1.257427 -4.392241 0.0 -0.8 0.4
C -2.951445 0.001529 -4.968555 -0.4 -0.4 -0.9
C -1.948922 -0.524533 -3.954604 0.4 0.1 -0.3
C -2.425065 0.053951 -2.610445 -0.4 -0.5 -0.8
C -3.697112 0.838791 -2.966411 0.6 -0.3 1.3
C -2.602475 2.410894 -4.454871 -0.1 0.1 0.1
C -3.054755 3.585839 -3.599982 -0.1 0.9 0.7
C -2.845150 4.958444 -4.251442 0.2 -0.8 -0.4
H -7.797240 3.738335 -7.218926 0.1 0.1 -0.2
H -6.098399 4.322393 -7.226525 -0.1 0.0 -0.1
H -6.932286 3.875826 -5.730916 0.2 0.1 0.0
H -6.443830 1.886702 -7.974400 0.1 -0.1 0.0
H -7.031908 1.517834 -6.368005 0.0 0.0 -0.1
H -4.190530 2.658515 -6.651818 -0.3 0.2 -0.3
H -4.609476 0.939686 -6.893224 0.2 0.4 -0.5
H -5.555526 0.696101 -4.752570 0.2 -0.2 0.1
H -5.294817 2.376524 -4.351441 0.0 0.0 0.0
H -2.617863 0.154511 -5.995561 0.4 0.3 0.2
H -3.767116 -0.718628 -5.078884 -0.1 0.1 0.3
H -0.927057 -0.203701 -4.178477 -0.1 0.1 -0.1
H -1.930736 -1.612767 -3.993949 -0.2 0.0 0.1
H -1.626087 0.630247 -2.161869 -0.2 0.1 0.4
H -2.766669 -0.753444 -1.975740 0.4 -0.1 0.4
H -3.828827 1.657066 -2.260646 -0.5 0.3 -0.4
H -4.535633 0.150621 -2.905088 -0.2 0.1 -0.1
H -2.488036 2.666107 -5.506364 0.1 0.1 0.0
H -1.660307 2.015148 -4.081063 0.1 0.0 -0.2
H -2.542535 3.608081 -2.631259 0.2 -0.3 -0.2
H -4.091441 3.546003 -3.247475 -0.1 -0.1 -0.3
H -3.439040 5.021009 -5.168213 -0.2 0.3 0.2
H -1.805928 5.092179 -4.569742 0.0 0.1 0.2
H -3.119552 5.727998 -3.537729 -0.2 0.1 -0.1
C -4.633402 4.397151 -0.469963 0.2 0.1 -0.6
O -4.718663 2.947979 -0.400047 0.6 0.1 1.1
O -5.233831 4.772890 -1.524550 -0.8 0.8 -1.2
C -5.155231 5.051087 0.833111 -0.6 -0.6 0.4
F -4.453364 4.556652 1.925048 0.0 1.0 0.1
F -4.965937 6.377106 0.786366 0.2 -0.1 0.3
F -6.455765 4.852267 1.154945 0.5 0.0 -0.4
C -4.430571 2.264818 0.812014 -0.1 -1.3 -0.9
C -4.407780 0.827009 0.357725 -1.0 -0.8 1.3
H -4.251575 0.150131 1.208258 0.3 0.0 -0.1
H -5.413248 0.568943 0.019929 0.1 0.0 -0.4
H -3.693243 0.612517 -0.411504 0.5 0.0 -0.2
H -5.248953 2.347156 1.535936 0.1 0.3 0.0
H -3.478448 2.491781 1.305743 0.0 0.5 -0.3
H -3.551970 4.709471 -0.485002 0.4 -0.4 0.6
C -0.099410 -6.712557 -0.191011 0.4 0.4 0.9
O -0.943077 -6.811678 0.998806 -1.3 -0.5 -1.2
O 1.099569 -7.127608 0.044904 1.0 0.3 -0.7
C -0.837920 -7.453275 -1.320611 -1.5 0.2 0.7
F -0.627888 -8.771858 -1.373653 0.2 0.2 -0.2
F -2.185345 -7.273738 -1.208446 0.6 -0.1 -0.5
F -0.485101 -6.904779 -2.524136 -0.3 -0.8 0.1
C -0.771486 -5.797543 1.894278 -0.1 -0.1 1.3
C -1.942291 -5.779786 2.880972 0.8 0.8 0.3
H -2.798506 -5.392932 2.331883 -0.4 -0.6 0.2
H -2.070776 -6.716685 3.415230 -0.4 -0.2 -0.4
H -1.736877 -5.037628 3.670542 0.1 0.0 -0.2
H -0.818864 -4.772824 1.475304 0.6 -0.2 -0.4
H 0.185766 -6.024799 2.395433 0.1 0.7 0.2
H -0.220572 -5.625129 -0.482765 0.0 -0.2 0.0
C -0.669655 0.341896 1.391750 -0.1 -0.9 1.9
O -0.286061 -0.609090 0.390403 -0.1 0.5 -0.5
O -0.082409 0.122182 2.569932 0.5 0.5 0.0
C -0.363893 1.722775 0.838121 -0.1 1.1 -1.3
F -0.907780 1.955308 -0.393697 0.4 -0.4 0.1
F -0.887043 2.753933 1.568521 0.4 -0.8 0.3
F 0.971213 1.982702 0.723031 -0.3 0.0 0.1
C -1.072416 -1.804657 0.403568 1.4 0.1 -0.3
C -0.515962 -2.700408 -0.688120 -1.2 0.8 -1.0
H 0.568073 -2.771156 -0.637356 0.0 -0.6 0.5
H -1.124277 -3.605440 -0.692425 0.7 -0.4 0.1
H -0.673901 -2.286845 -1.698530 -0.2 0.3 0.2
H -2.120481 -1.548278 0.269968 -0.2 -0.3 0.1
H -0.876394 -2.346040 1.332497 -0.5 0.2 0.3
H -1.773196 0.330879 1.512891 -0.1 0.0 -0.5
C -4.639448 -3.049092 -1.063944 0.2 -0.5 -0.5
F -5.051686 -1.824077 -1.420188 -0.5 0.4 0.4
F -3.449758 -3.142338 -1.727491 0.2 -0.4 0.6
F -4.413588 -3.086438 0.256417 0.3 0.5 -0.2
S -5.832565 -4.400563 -1.550366 -1.1 0.2 -3.0
O -7.084228 -3.668610 -1.721986 0.4 -0.1 1.3
O -5.343294 -4.761567 -2.886163 0.5 -0.2 1.2
O -5.732255 -5.387761 -0.508749 0.1 0.4 0.0